Computed, not measured: a molecular structure, C19H19ClN2NiOP, with the ωB97M-V functional and the def2-TZVPD basis.

Output
Multiplicity: 3
<S²>: 2.04
Total charge: +1

Last column: Mulliken charge in e.
Geometry (Å):
Ni  -0.9001  0.7052  -0.5920  -0.1261
Cl  2.8740  0.9442  5.7046  -0.1978
C  2.1362  1.2266  4.1631  0.1840
C  2.1591  2.5216  3.6336  -0.7345
C  1.5802  2.7113  2.3923  -0.3821
C  1.0106  1.6463  1.7261  0.4034
O  0.4856  1.9528  0.4046  -0.5865
C  0.8904  0.3388  2.2488  0.5841
C  0.2077  -0.7802  1.7119  -0.0895
N  -0.5597  -0.7616  0.6098  -0.2704
C  -1.2389  -1.8946  0.2004  0.8458
C  -1.2132  -3.1462  0.7848  -0.7856
C  -1.9847  -4.2095  0.2748  -0.9484
C  -2.7888  -4.0569  -0.8163  -0.9652
C  -2.8396  -2.7961  -1.4611  1.1257
C  -3.6369  -2.5498  -2.5979  -0.4725
C  -3.6415  -1.3157  -3.1848  -0.8056
C  -2.8342  -0.3123  -2.6329  0.1635
N  -2.0788  -0.5044  -1.5693  -0.2511
C  -2.0670  -1.7313  -0.9624  0.4252
C  1.5309  0.1840  3.5135  -1.4464
H  2.6065  3.3364  4.1815  0.4431
H  1.5546  3.6963  1.9443  0.5045
H  0.2813  -1.6843  2.3039  0.1665
H  -0.6014  -3.3382  1.6540  0.3006
H  -1.9325  -5.1681  0.7740  0.3993
H  -3.3853  -4.8743  -1.1979  0.4066
H  -4.2444  -3.3530  -2.9965  0.4352
H  -4.2445  -1.0999  -4.0544  0.3996
H  -2.8085  0.6760  -3.0765  0.4112
H  1.5097  -0.7894  3.9852  0.4655
C  2.7944  3.0513  -0.6563  -1.3624
P  1.4955  1.8441  -0.8355  1.6282
C  0.4594  2.3245  -2.2159  -1.2148
C  2.2574  0.2450  -0.9785  -1.2373
H  3.4155  3.0314  -1.5539  0.4462
H  3.4106  2.8003  0.2076  0.4102
H  2.3744  4.0480  -0.5283  0.4083
H  0.9154  2.0182  -3.1579  0.4296
H  0.3351  3.4081  -2.2016  0.4182
H  -0.5541  1.8754  -2.1866  0.2921
H  3.0976  0.3180  -1.6714  0.4923
H  1.5404  -0.5070  -1.3019  0.3228
H  2.6315  -0.0305  0.0113  0.3645

Cartesian forces, eV/Å:
Ni -0.189 0.130 0.224
Cl -0.009 0.015 -0.031
C 0.025 -0.009 0.062
C -0.015 -0.009 -0.032
C 0.030 -0.037 0.079
C -0.081 -0.031 -0.135
O 0.037 -0.080 -0.130
C 0.059 0.009 0.097
C 0.003 0.158 -0.042
N 0.141 -0.293 0.167
C -0.046 0.039 -0.073
C -0.015 -0.081 0.020
C 0.052 0.021 0.058
C -0.016 0.080 -0.048
C -0.016 -0.099 0.014
C -0.042 -0.045 -0.021
C 0.059 0.066 0.033
C -0.003 -0.054 0.022
N -0.065 -0.037 -0.092
C 0.024 0.087 -0.024
C -0.028 -0.007 -0.032
H -0.004 0.008 -0.005
H 0.002 0.002 -0.010
H 0.003 -0.014 -0.013
H -0.002 0.016 0.002
H -0.002 -0.001 0.000
H 0.003 -0.003 -0.005
H 0.002 0.000 0.001
H -0.003 -0.003 -0.004
H -0.022 0.004 -0.004
H -0.004 -0.003 -0.007
C 0.034 -0.015 0.032
P -0.065 0.139 0.045
C -0.125 0.030 -0.091
C 0.013 -0.060 0.051
H -0.007 0.006 -0.005
H 0.004 0.004 -0.008
H -0.011 0.002 -0.003
H 0.037 0.012 0.015
H 0.040 0.003 -0.024
H 0.221 0.045 -0.044
H -0.009 -0.018 -0.015
H -0.011 0.016 -0.016
H 0.000 0.004 -0.008

---

Computed, not measured: 4 unconnected molecules or ions with the total composition C23H43O11, with the ωB97M-V functional and the def2-TZVPD basis.

Output
Total charge: -1

Last column: Mulliken charge in e.
Geometry (Å):
C  1.7037  -4.9641  0.4496  -1.3542
C  1.1543  -3.6347  0.0002  0.7013
C  1.7988  -2.9999  -1.2101  -1.3631
C  0.1153  -3.0113  0.5741  -0.6486
C  -0.8858  -2.1967  -0.2322  -0.1770
C  -2.2662  -2.3367  0.4156  -1.3665
C  -3.4888  -1.8735  -0.4148  0.9629
C  -3.2296  -1.7789  -1.9166  -1.9707
C  -4.7037  -2.7645  -0.1062  -0.9899
C  -4.6221  -4.1864  -0.6580  -0.7179
C  -5.1562  -4.3999  -2.1096  0.4854
O  -5.7468  -3.4355  -2.6399  -0.6818
O  -4.9541  -5.5536  -2.5757  -0.7981
H  1.9373  -5.5478  -0.4441  0.3483
H  2.6330  -4.9084  1.0279  0.2678
H  0.9622  -5.5176  1.0212  0.3666
H  2.8184  -2.6972  -0.9688  0.3694
H  1.7807  -3.6593  -2.0855  0.3499
H  1.2038  -2.1325  -1.4887  0.3062
H  -0.0360  -3.0261  1.6518  0.4524
H  -0.8707  -2.5876  -1.2464  0.4697
H  -0.5899  -1.1393  -0.2542  0.2505
H  -2.3965  -3.3652  0.7605  0.5180
H  -2.2413  -1.7262  1.3267  0.2472
H  -3.7564  -0.8705  -0.0601  0.3905
H  -2.4793  -1.0097  -2.1310  0.4396
H  -4.1450  -1.5287  -2.4484  0.4782
H  -2.8504  -2.7218  -2.3149  0.3205
H  -5.6005  -2.2967  -0.5164  0.4097
H  -4.8173  -2.8147  0.9849  0.3715
H  -3.6186  -4.6106  -0.5624  0.1322
H  -5.2653  -4.8300  -0.0472  0.4306
C  -9.5069  -1.5956  -0.2881  -1.0289
C  -9.8411  -0.4432  0.6326  -0.1771
O  -10.3405  -0.8930  1.9119  -0.3592
C  -9.4030  -1.3366  2.7456  0.7919
O  -8.2207  -1.3549  2.5343  -0.5402
O  -10.0008  -1.7693  3.8627  -0.3438
C  -9.1007  -2.3398  4.8154  -0.6301
H  -10.3699  -2.2532  -0.4016  0.3020
H  -9.2208  -1.2205  -1.2702  0.3600
H  -8.6772  -2.1836  0.0995  0.2453
H  -10.6490  0.1623  0.2251  0.2791
H  -8.9774  0.2017  0.7906  0.3092
H  -8.2870  -1.6533  5.0396  0.2900
H  -8.6926  -3.2762  4.4383  0.2962
H  -9.6921  -2.5245  5.7077  0.2116
C  7.2971  2.0853  0.1520  -0.9108
C  6.5000  1.0716  -0.6366  -0.2431
O  5.5360  0.3906  0.1830  -0.3514
C  4.4339  1.0863  0.4639  0.7849
O  4.1822  2.2014  0.0814  -0.5646
O  3.6566  0.3344  1.2388  -0.3263
C  2.4584  0.9829  1.6824  -0.6540
H  7.7620  1.6159  1.0203  0.2959
H  8.0767  2.5225  -0.4722  0.3283
H  6.6545  2.8904  0.5039  0.1855
H  7.1436  0.2822  -1.0205  0.3063
H  5.9946  1.5364  -1.4829  0.3073
H  1.8967  1.3892  0.8448  0.3123
H  2.7008  1.7750  2.3894  0.3122
H  1.8660  0.2179  2.1751  0.2122
C  10.3729  7.5498  -1.7232  -1.0846
C  9.5444  6.5307  -2.4738  -0.2173
O  8.6148  5.8534  -1.6127  -0.3128
C  7.5175  6.5467  -1.3018  0.7333
O  7.2431  7.6513  -1.6952  -0.5753
O  6.7770  5.8023  -0.4863  -0.2507
C  5.5821  6.4329  -0.0119  -0.6653
H  10.8721  7.0819  -0.8739  0.2864
H  11.1292  7.9744  -2.3837  0.3520
H  9.7472  8.3587  -1.3492  0.3142
H  10.1752  5.7388  -2.8733  0.2897
H  9.0052  6.9870  -3.3034  0.3151
H  4.9906  6.8114  -0.8420  0.3264
H  5.8302  7.2458  0.6688  0.3147
H  5.0322  5.6584  0.5140  0.1730

Cartesian forces, eV/Å:
C 0.461 0.332 0.383
C 0.076 0.179 0.095
C -1.116 -0.607 -0.495
C 0.187 0.364 -0.308
C 0.610 0.339 0.736
C 0.016 0.410 0.039
C -0.146 -0.112 0.035
C 0.270 0.168 0.071
C 0.139 -0.093 0.048
C -0.351 -0.033 0.084
C 0.311 -0.555 -0.174
O -0.143 0.027 -0.045
O -0.071 0.603 0.229
H -0.055 -0.034 0.011
H 0.006 0.048 -0.002
H 0.047 0.027 0.091
H 0.037 -0.061 -0.058
H 0.369 -0.041 0.041
H 0.341 0.216 -0.033
H -0.553 -0.982 -0.065
H -0.140 0.133 -0.051
H -0.195 0.053 -0.215
H -0.031 -0.069 -0.213
H -0.035 -0.162 0.101
H 0.079 0.050 -0.087
H 0.019 -0.015 0.011
H -0.032 -0.150 0.006
H -0.173 -0.033 -0.077
H -0.010 -0.020 -0.011
H -0.018 0.116 0.001
H 0.001 -0.002 -0.146
H 0.073 -0.036 0.025
C -0.038 -0.131 0.149
C 0.042 0.108 -0.262
O 0.007 0.018 0.049
C -0.066 -0.065 -0.187
O 0.086 0.028 0.163
O 0.006 0.024 0.013
C -0.026 -0.013 0.086
H -0.021 0.040 -0.055
H 0.009 0.004 -0.003
H 0.045 0.044 -0.028
H -0.062 -0.035 0.076
H 0.032 -0.059 0.075
H 0.021 -0.006 -0.033
H 0.044 0.026 -0.025
H -0.033 0.000 -0.022
C -0.070 0.047 0.182
C 0.161 0.070 -0.201
O -0.028 -0.002 0.001
C 0.012 -0.049 -0.009
O 0.012 0.019 0.025
O -0.042 0.069 0.020
C -0.164 -0.103 0.058
H 0.051 -0.041 -0.052
H -0.004 -0.006 -0.017
H 0.009 0.031 -0.057
H -0.046 -0.072 0.070
H -0.075 0.032 0.060
H 0.078 0.040 -0.039
H 0.011 0.050 -0.056
H 0.080 -0.067 -0.006
C -0.081 0.009 0.148
C 0.150 0.047 -0.184
O -0.011 -0.007 0.016
C -0.008 -0.021 -0.006
O 0.006 0.014 0.012
O 0.043 -0.023 0.033
C -0.109 -0.081 0.028
H 0.050 -0.018 -0.040
H 0.007 -0.014 -0.010
H -0.011 0.012 -0.047
H -0.039 -0.059 0.056
H -0.064 0.035 0.060
H 0.027 0.033 -0.009
H 0.009 0.039 -0.046
H 0.025 -0.026 -0.010

---

Computed, not measured: a molecular structure, C45H44BeP2, with the ωB97M-V functional and the def2-TZVPD basis.

Output
Total charge: 0

Last column: Mulliken charge in e.
Geometry (Å):
Be  2.0156  -0.2804  2.6819  -0.1241
C  -2.9182  -0.2777  4.3942  -0.5372
C  -3.8846  -0.1323  3.4582  -0.1813
C  -4.4779  1.0639  2.8073  -0.8651
C  -3.7014  1.3568  1.4700  -0.4645
C  -2.3840  1.9614  1.8356  -0.7213
C  -1.8408  1.6601  3.0205  -0.1884
C  -2.1818  2.0719  4.4180  -0.5880
C  -2.2546  0.7640  5.2558  0.2358
C  3.5201  -0.0982  1.8141  -0.6802
H  -2.7759  -1.3181  4.7847  0.3381
H  -4.2945  -1.0639  3.0421  0.3492
H  -4.5157  1.9645  3.4477  0.2835
H  -5.5398  0.8719  2.5718  0.3904
H  -3.5783  0.4128  0.8843  0.2025
H  -4.3046  2.0566  0.8890  0.4060
H  -1.8117  2.5636  1.0559  0.3750
H  -1.0648  0.8808  2.9079  0.2189
H  -3.1318  2.6076  4.4780  0.2555
H  -1.4293  2.7654  4.8278  0.4302
H  -1.2193  0.4771  5.5392  -0.2996
H  -2.8084  0.8608  6.2195  0.4076
H  4.4494  -0.6844  1.8655  0.3834
H  3.7752  0.9178  2.2167  0.0870
H  3.3366  0.0511  0.7253  0.0315
P  -0.0392  -1.7001  -2.9936  -0.1213
P  1.6927  0.8946  -3.2934  0.1335
C  -0.8303  -0.1442  -3.4814  -0.4795
C  -0.0652  0.9628  -3.6978  -0.7708
C  -0.5607  -2.7498  -4.4517  0.4963
C  -1.5546  -2.3965  -5.3854  -0.0302
C  -1.9296  -3.3127  -6.3816  -0.5703
C  -1.2770  -4.5415  -6.5107  -0.4671
C  -0.2332  -4.8477  -5.6312  -0.5312
C  0.1374  -3.9610  -4.6229  -0.5670
C  -1.1857  -2.2782  -1.6480  0.3877
C  -0.8588  -1.9627  -0.3119  -0.5824
C  -1.6904  -2.3545  0.7374  -0.2392
C  -2.7936  -3.1735  0.4656  -0.6296
C  -3.1121  -3.5206  -0.8522  -0.6402
C  -2.3303  -3.0393  -1.9087  -0.3061
C  2.3453  1.2604  -5.0347  0.3660
C  2.0478  0.3320  -6.0515  -0.2927
C  2.4663  0.5807  -7.3588  -0.5713
C  3.1911  1.7305  -7.6718  -0.5318
C  3.4805  2.6437  -6.6585  -0.5495
C  3.0679  2.4200  -5.3448  -0.4214
C  1.9408  2.5134  -2.4463  0.5367
C  3.1678  2.6812  -1.7724  -0.3508
C  3.4220  3.8406  -1.0457  -0.7177
C  2.4581  4.8567  -1.0039  -0.4106
C  1.2596  4.7290  -1.7126  -0.7546
C  0.9956  3.5492  -2.4212  0.0332
H  -1.9210  -0.1476  -3.5885  0.7955
H  -0.4528  1.8743  -4.1702  0.5761
H  -2.0563  -1.4245  -5.3490  0.3164
H  -2.7521  -3.0638  -7.0563  0.3687
H  -1.5770  -5.2481  -7.2919  0.3596
H  0.2906  -5.7906  -5.7410  0.3713
H  0.9665  -4.2009  -3.9598  0.3678
H  0.0566  -1.4103  -0.1095  0.4330
H  -1.4824  -2.0263  1.7602  0.4037
H  -3.4183  -3.5387  1.2759  0.4050
H  -3.9820  -4.1451  -1.0768  0.3749
H  -2.6107  -3.2610  -2.9439  0.3083
H  1.4889  -0.5826  -5.8271  0.2912
H  2.2470  -0.1426  -8.1384  0.3956
H  3.5316  1.9065  -8.6953  0.3509
H  4.0393  3.5383  -6.8981  0.3838
H  3.3025  3.1535  -4.5720  0.2922
H  3.9123  1.8862  -1.8160  0.3815
H  4.3625  3.9368  -0.5022  0.4126
H  2.6451  5.7458  -0.4060  0.3780
H  0.5233  5.5400  -1.7047  0.3886
H  0.0563  3.4458  -2.9615  0.2342
C  0.6838  -2.8570  6.6511  -0.5673
C  0.8060  -2.9065  5.2345  -0.6729
C  1.3665  -1.8582  4.5218  -0.6675
C  1.6809  -0.6642  5.1999  -0.3143
C  1.9564  0.4458  4.3779  0.8156
C  1.9672  1.6906  4.9632  0.6675
C  1.7094  1.8575  6.3625  -0.5472
C  1.5558  0.7614  7.1864  -0.8255
C  1.4704  -0.5444  6.6315  0.4596
C  1.0247  -1.6968  7.3410  -0.7830
H  0.3142  -3.7331  7.1927  0.3820
H  0.4348  -3.7751  4.6814  0.3750
H  1.4738  -1.9476  3.4169  0.4349
H  2.1507  2.6032  4.3928  0.4323
H  1.6913  2.8726  6.7873  0.3754
H  1.4214  0.8939  8.2791  0.3154
H  0.9309  -1.6526  8.4309  0.3677

Cartesian forces, eV/Å:
Be 2.507 1.716 1.807
C -1.337 -1.391 0.993
C 0.612 -1.037 0.803
C -0.457 0.575 -0.777
C -1.465 1.357 1.022
C -0.971 1.319 -3.208
C 2.327 -0.196 1.788
C -0.719 -1.014 0.722
C 0.235 0.553 -0.064
C -0.744 0.498 -1.141
H 0.090 0.778 -0.713
H 0.256 0.208 0.246
H 0.205 -0.515 -0.473
H 0.424 -0.198 0.001
H 0.137 0.612 0.385
H -0.131 -0.157 -0.362
H -0.168 -1.899 0.376
H 1.201 1.157 0.556
H 0.176 0.040 -0.121
H 0.012 -0.283 -0.314
H -0.526 -0.133 -0.258
H 0.295 0.103 -0.650
H -0.585 -0.182 0.304
H -0.187 -0.650 -0.258
H 0.232 0.012 0.394
P -0.145 -0.743 -0.002
P 1.044 0.416 -0.738
C 0.458 1.415 0.016
C -1.113 -1.157 -0.047
C 0.090 0.205 -0.031
C 0.056 -0.583 0.025
C 0.098 0.129 0.047
C 0.002 0.260 0.302
C -0.121 0.057 -0.177
C -0.539 0.247 -0.127
C -0.084 -0.086 -0.010
C -0.288 -0.102 -0.378
C -0.048 -0.169 -0.262
C -0.029 0.099 -0.275
C 0.161 0.230 -0.016
C -0.062 -0.017 0.213
C -0.380 0.055 0.423
C 0.220 0.377 0.099
C 0.091 -0.092 0.111
C -0.081 -0.013 0.255
C 0.024 -0.170 -0.088
C -0.145 -0.314 -0.210
C 0.135 0.241 -0.074
C -0.476 0.075 -0.086
C -0.283 0.046 -0.107
C 0.027 -0.155 -0.093
C 0.112 -0.267 0.061
C 0.380 0.151 0.171
H 0.305 0.238 -0.240
H -0.204 -0.366 0.338
H 0.167 -0.443 0.104
H 0.314 -0.014 0.142
H 0.142 0.288 0.343
H 0.028 0.066 0.026
H -0.191 0.004 -0.050
H -0.133 0.052 -0.043
H -0.038 -0.227 -0.301
H 0.086 0.106 -0.056
H 0.304 0.219 0.192
H 0.132 -0.013 0.419
H 0.157 0.318 -0.032
H -0.027 0.062 0.083
H -0.142 -0.028 0.362
H 0.026 0.059 0.028
H -0.097 -0.216 -0.200
H -0.164 0.119 0.077
H -0.269 0.059 -0.135
H -0.029 -0.102 -0.167
H 0.294 -0.343 0.038
H 0.209 0.083 0.194
C 0.268 0.751 0.107
C 0.143 -0.151 -0.642
C -0.779 -1.080 1.320
C -0.589 0.287 0.913
C -0.887 -0.038 -1.460
C -0.177 0.304 0.483
C 0.653 -0.215 -0.062
C -0.248 0.251 0.395
C 0.041 -0.352 -1.043
C 0.078 -0.513 -0.356
H 0.089 0.378 -0.237
H 0.259 0.155 0.337
H -0.065 -0.171 0.513
H -0.161 -0.277 -0.053
H 0.049 -0.558 -0.194
H -0.008 -0.104 -0.812
H -0.062 0.001 -0.388

---

Computed, not measured: 2 unconnected molecules or ions with the total composition CH8N2S2, with the ωB97M-V functional and the def2-TZVPD basis.

Output
Multiplicity: 2
<S²>: 0.75
Total charge: -1

Last column: Mulliken charge in e.
Geometry (Å):
S  2.0901  -1.1827  0.4856  -0.4945
S  2.2163  0.9401  1.3057  -0.5184
H  3.1431  -1.7605  1.0813  0.0402
H  1.3313  1.2295  2.3134  0.0163
N  -0.9438  1.2860  -0.6547  -0.6736
C  -1.2839  -0.0430  -0.2255  -0.3459
N  -1.0661  -1.1337  -1.1565  -0.6080
H  0.0182  1.3492  -0.9665  0.2590
H  -1.0758  1.9992  0.0438  0.2314
H  -0.8703  -0.3461  0.7557  0.3246
H  -2.3292  -0.1051  0.0976  0.2987
H  -1.1055  -0.7519  -2.0971  0.2503
H  -0.1244  -1.4812  -0.9827  0.2198

Cartesian forces, eV/Å:
S -0.190 -2.157 -0.923
S 0.006 2.399 0.951
H -0.017 0.024 0.099
H 0.200 -0.223 -0.173
N -0.013 0.174 -1.207
C -1.050 -1.010 2.125
N 0.565 0.553 -0.002
H 0.132 -0.159 0.334
H -0.029 -0.146 0.299
H 0.872 0.080 -0.495
H -0.480 0.692 -0.655
H 0.046 -0.165 -0.020
H -0.043 -0.064 -0.333

---

| no. | maximum force (eV/A) | DFT total energy (eV) |
| --- | --- | --- |
| 1 | 0.37 | -87887.62665 |
| 2 | 1.36 | -47072.30220 |
| 3 | 3.60 | -66351.24775 |
| 4 | 2.58 | -25817.31477 |